Entry 1:
This record from OMol25 describes a molecular structure, C38H85BrGaN12O13. The level of theory is ωB97M-V/def2-TZVPD.

```
150
Properties=species:S:1:pos:R:3
C -2.6583 -8.0497 -2.2102
C -3.4065 -7.5417 -0.9509
N -2.5503 -6.8707 0.0202
Ga -2.6121 -4.9553 -0.0940
C -3.2536 -4.0795 1.6807
C -2.0828 -3.7024 2.4447
O -1.7404 -2.5976 2.7698
Br -0.9057 -5.2248 2.9783
N -0.8417 -4.1439 -0.4410
C -1.0553 -2.9209 -1.1040
C -1.2241 -2.8119 -2.6007
O -1.1492 -1.8944 -0.4364
C 0.0454 -5.0215 -1.1011
C 1.2205 -5.4666 -0.2602
O -0.0733 -5.4632 -2.2285
H -3.0632 -7.5571 -3.0882
H -1.6006 -7.8322 -2.1353
H -2.7900 -9.1215 -2.3391
H -4.2278 -6.9079 -1.2700
H -3.8315 -8.4202 -0.4561
H -1.5930 -7.1769 -0.0872
H -3.6589 -4.5088 -1.2266
H -3.7888 -3.1718 1.4364
H -3.8461 -4.7996 2.2312
H -2.1803 -2.3407 -2.7958
H -0.4626 -2.1342 -2.9747
H -1.2062 -3.7558 -3.1241
H 1.3513 -4.8510 0.6189
H 2.0907 -5.4415 -0.8962
H 1.0824 -6.5121 0.0033
C -1.4739 -2.5052 6.0387
C -2.2397 -3.5433 6.8201
O -3.3840 -3.8619 6.5486
N -1.5970 -4.1317 7.8718
C -0.2490 -3.8909 8.3443
H -2.1014 -2.1323 5.2372
H -1.1973 -1.6709 6.6867
H -0.5776 -2.9412 5.5967
H -2.1582 -4.8150 8.3530
H 0.3315 -4.8149 8.2990
H -0.2735 -3.5497 9.3824
H 0.2443 -3.1387 7.7392
C -1.0571 0.3272 1.8262
C 0.0185 1.2055 2.4073
O 0.7130 0.8718 3.3575
N 0.2016 2.4339 1.8390
C -0.5137 3.0152 0.7187
H -1.0972 -0.6085 2.3715
H -2.0297 0.8202 1.9133
H -0.8478 0.1034 0.7802
H 0.9287 2.9752 2.2779
H 0.1876 3.2548 -0.0840
H -1.0031 3.9369 1.0440
H -1.2636 2.3301 0.3401
C -4.0478 2.9718 -4.2366
C -3.3585 1.8902 -3.4377
O -2.7614 0.9697 -3.9700
N -3.4178 1.9906 -2.0806
C -4.0799 3.0213 -1.2980
H -3.9113 2.7730 -5.2935
H -5.1164 2.9973 -4.0142
H -3.6011 3.9389 -4.0085
H -2.9371 1.2466 -1.5959
H -3.3499 3.5319 -0.6667
H -4.8334 2.5578 -0.6590
H -4.5580 3.7495 -1.9432
C 6.0356 -5.9262 1.3097
C 4.6339 -6.3509 0.9386
O 4.1562 -6.1287 -0.1619
N 3.9059 -6.9956 1.8869
C 4.3076 -7.3396 3.2373
H 6.4835 -5.4270 0.4566
H 6.0138 -5.2313 2.1500
H 6.6474 -6.7913 1.5670
H 2.9791 -7.2479 1.5808
H 4.2497 -8.4238 3.3659
H 3.6307 -6.8697 3.9530
H 5.3201 -7.0144 3.4453
C 9.1251 -8.5934 4.1694
C 7.6812 -8.6093 4.6114
O 7.1152 -7.6044 5.0084
N 7.0177 -9.7945 4.5486
C 7.5157 -11.0824 4.1041
H 9.5068 -7.5833 4.2764
H 9.7240 -9.2632 4.7878
H 9.2108 -8.8902 3.1235
H 6.0601 -9.7341 4.8562
H 6.9229 -11.4361 3.2589
H 7.4321 -11.8105 4.9130
H 8.5539 -11.0136 3.7996
C 0.1283 5.3368 -6.6961
C -0.6742 4.2600 -6.0119
O -1.8157 3.9690 -6.3376
N -0.0851 3.5826 -4.9903
C 1.2451 3.7594 -4.4435
H -0.4762 5.7787 -7.4789
H 0.4004 6.1213 -5.9897
H 1.0326 4.9117 -7.1366
H -0.6761 2.8682 -4.5872
H 1.8099 2.8303 -4.5395
H 1.1791 4.0136 -3.3836
H 1.7764 4.5499 -4.9620
C 8.0745 -3.1587 -0.9923
C 8.9467 -3.2569 0.2362
O 9.4819 -4.3019 0.5701
N 9.1220 -2.1302 0.9779
C 8.5724 -0.8075 0.7458
H 8.0347 -4.1340 -1.4663
H 7.0603 -2.8608 -0.7235
H 8.4884 -2.4410 -1.7017
H 9.7110 -2.2683 1.7828
H 9.3827 -0.0853 0.6282
H 7.9616 -0.5056 1.5981
H 7.9575 -0.7936 -0.1470
C -3.7774 6.3098 -5.9649
C -3.0568 7.5887 -6.3213
O -2.1632 7.6337 -7.1576
N -3.4408 8.7179 -5.6735
C -4.4717 8.8775 -4.6589
H -3.3836 5.4849 -6.5426
H -3.6458 6.0826 -4.9071
H -4.8409 6.4205 -6.1883
H -2.9265 9.5369 -5.9546
H -5.2086 9.5916 -5.0144
H -4.0194 9.2720 -3.7480
H -4.9522 7.9297 -4.4374
C -2.3642 6.1401 5.1240
C -2.3574 5.0253 4.1029
O -2.9332 5.1328 3.0294
N -1.6835 3.8943 4.4195
C -0.9427 3.5895 5.6300
H -2.9395 6.9694 4.7248
H -2.8269 5.8071 6.0535
H -1.3487 6.4823 5.3267
H -1.7168 3.1909 3.6965
H 0.0969 3.3742 5.3791
H -1.3662 2.7045 6.1062
H -0.9773 4.4191 6.3281
C -7.0043 12.8024 -5.9963
C -5.9982 12.6433 -4.8822
O -5.3740 11.6055 -4.7174
N -5.8036 13.7017 -4.0552
C -6.4452 15.0026 -4.0920
H -7.0427 11.8771 -6.5618
H -7.9961 13.0077 -5.5922
H -6.7105 13.6106 -6.6668
H -5.1205 13.5274 -3.3354
H -5.6925 15.7820 -4.2208
H -6.9707 15.1820 -3.1526
H -7.1559 15.0629 -4.9084
```

## Properties
Net charge   -1
HOMO-LUMO gap   6.3 eV
LUMO   1.427 eV

=====

Entry 2:
This record from OMol25 describes 14 unconnected molecules or ions with the total composition C38H86N10O26S4. The level of theory is ωB97M-V/def2-TZVPD.

```
164
Properties=species:S:1:pos:R:3
C 12.7346 3.5819 27.6095
C 12.2430 2.3616 28.3179
O 13.0801 2.2929 29.4489
S 13.1210 3.8325 30.0915
O 14.3862 3.9342 30.8713
O 11.8141 4.2854 30.6578
O 13.2945 4.4506 28.5155
H 11.9964 4.0127 26.9331
H 13.5232 3.3763 26.8857
H 12.2014 1.5586 27.5819
H 11.2299 2.4720 28.7044
C 9.7636 7.1126 34.8439
C 8.7628 6.8522 33.6935
O 7.6703 7.5791 34.0380
S 8.0336 9.0041 34.8640
O 7.1127 9.2926 35.9960
O 8.4642 10.0385 33.9027
O 9.2565 8.1709 35.6555
H 10.7575 7.5090 34.6361
H 9.7904 6.2454 35.5036
H 8.2871 5.8786 33.5755
H 9.1407 7.1426 32.7132
C 7.1199 1.3028 31.8455
C 6.3609 -0.0509 31.6835
O 5.8219 0.0363 30.4235
S 6.8489 0.8847 29.3912
O 6.1957 1.4068 28.1873
O 8.1169 0.0346 29.2213
O 6.9191 2.0504 30.6220
H 8.1817 1.1342 32.0251
H 6.8488 1.8776 32.7310
H 5.4815 -0.1151 32.3243
H 7.0475 -0.8763 31.8712
C 0.6470 0.2202 35.1965
C -0.0523 -0.5653 34.1552
O -1.0196 -1.3301 34.7312
S -1.1655 -0.9980 36.3585
O -1.1270 -2.2486 37.1438
O -2.2755 -0.0587 36.6108
O 0.2470 -0.2121 36.4177
H 0.3311 1.2625 35.1528
H 1.7166 0.1183 35.0127
H 0.6358 -1.2046 33.6021
H -0.5553 -0.0127 33.3617
C 10.9379 4.6278 22.8723
C 10.7703 3.0910 22.9179
O 11.7427 2.3847 22.7531
N 9.6570 2.6596 23.4487
C 9.3335 1.3403 23.8662
H 12.0148 4.7406 22.7476
H 10.5908 5.0962 23.7934
H 10.5573 4.9849 21.9154
H 9.1250 3.4204 23.8464
H 9.5309 0.6996 23.0067
H 8.3201 1.2027 24.2434
H 10.0380 0.9275 24.5882
C 7.3396 6.0487 27.0108
C 6.6089 6.4031 25.7978
O 7.1516 6.0395 24.7440
N 5.5456 7.2532 25.7407
C 4.8920 7.6195 24.4644
H 6.6776 6.0870 27.8758
H 8.2759 6.6057 27.0460
H 7.6776 5.0257 26.8456
H 5.0391 7.4308 26.5963
H 4.2378 6.7795 24.2311
H 5.5984 7.8006 23.6543
H 4.1589 8.4256 24.4960
C 12.1432 1.9870 37.5193
C 13.4983 1.7349 37.0271
O 14.4317 1.6383 37.7698
N 13.8414 1.5724 35.7672
C 12.8291 1.1411 34.8258
H 11.4226 1.4188 36.9311
H 11.8638 3.0300 37.3702
H 12.0334 1.9160 38.6014
H 14.7866 1.2165 35.7786
H 12.0247 1.8714 34.7381
H 12.4384 0.1462 35.0396
H 13.1691 0.9908 33.8012
C 3.2591 5.2311 34.2512
C 1.7826 5.2273 34.0212
O 1.0321 5.1487 35.0232
N 1.3208 5.4098 32.7685
C -0.0522 5.5263 32.3117
H 3.7848 4.7466 33.4284
H 3.3652 4.6956 35.1946
H 3.4674 6.2900 34.4042
H 2.0604 5.1483 32.1324
H -0.2268 6.4669 31.7893
H -0.7552 5.2555 33.0995
H -0.3175 4.7571 31.5863
C 10.9569 -4.5020 38.6672
C 10.3523 -5.5566 37.6771
O 10.3244 -6.7478 37.9651
N 9.7097 -5.2098 36.5288
C 9.4327 -3.8402 36.0783
H 11.5595 -5.0265 39.4088
H 10.0305 -4.0984 39.0759
H 11.5880 -3.8092 38.1107
H 9.3654 -6.0504 36.0872
H 9.5927 -3.1005 36.8627
H 8.3568 -3.7450 35.9322
H 9.8720 -3.5325 35.1293
C 6.0297 1.1303 39.1200
C 6.2129 0.2992 37.7927
O 6.7695 0.8906 36.8203
N 5.6785 -0.8936 37.6738
C 4.8705 -1.6134 38.6270
H 5.4339 2.0080 38.8691
H 7.0003 1.4304 39.5148
H 5.5710 0.6633 39.9916
H 5.7795 -1.3876 36.7986
H 5.4860 -1.6230 39.5265
H 4.5436 -2.5579 38.1920
H 3.9515 -1.0885 38.8877
C 3.1679 -4.3461 24.9060
C 2.8029 -4.3017 26.4129
O 1.6347 -4.0868 26.6921
N 3.7538 -4.4727 27.3357
C 3.6060 -4.2993 28.7950
H 2.2243 -4.0747 24.4325
H 3.4995 -5.3646 24.7042
H 3.9428 -3.5815 24.8518
H 4.6960 -4.6245 27.0051
H 2.5406 -4.1477 28.9679
H 4.0950 -3.4366 29.2475
H 3.9565 -5.2151 29.2710
C -2.2901 -1.6357 27.6442
C -1.5203 -0.4989 28.1549
O -2.0334 0.4373 28.7570
N -0.2341 -0.7159 28.0643
C 0.7390 0.3012 28.5918
H -2.6106 -2.2899 28.4550
H -1.7539 -2.2019 26.8826
H -3.2717 -1.3304 27.2819
H 0.0768 -1.6463 27.8239
H 1.5862 -0.3070 28.9087
H 0.5101 0.8570 29.5010
H 1.0085 0.9740 27.7777
C 5.2659 -6.2775 34.1076
C 4.1517 -5.3980 34.6204
O 4.1637 -4.1725 34.4151
N 3.1109 -6.0457 35.1984
C 1.9515 -5.4112 35.7766
H 4.8028 -7.2259 33.8351
H 5.9907 -6.5770 34.8647
H 5.7910 -5.8706 33.2435
H 3.4188 -6.7896 35.8082
H 2.0515 -4.4305 36.2416
H 1.5382 -6.0815 36.5302
H 1.2932 -5.4543 34.9089
C 9.3808 -4.4345 26.0480
C 8.7012 -5.7032 25.8564
O 7.8493 -6.0169 26.6767
N 8.8687 -6.4334 24.7857
C 9.4829 -6.0843 23.5337
H 10.3404 -4.2734 25.5568
H 9.9047 -4.4465 27.0037
H 8.6107 -3.6632 26.0321
H 8.4043 -7.3303 24.7959
H 9.1846 -5.0877 23.2082
H 9.2371 -6.7701 22.7229
H 10.5607 -6.2073 23.6396
```

## Properties
HOMO-LUMO gap   8.9 eV
LUMO   -0.577 eV

=====

Entry 3:
This record from OMol25 describes a molecular structure, C38H86O14. The level of theory is ωB97M-V/def2-TZVPD.

```
138
Properties=species:S:1:pos:R:3
C 0.1197 -2.0870 2.1180
C 0.0076 -2.9470 3.3705
C 0.6226 -2.0670 4.4054
O 0.2128 -0.7952 4.0595
C -0.2892 -0.7327 2.6871
H -0.5749 -2.3589 1.3232
H 1.1195 -2.0766 1.6841
H 0.4602 -3.9260 3.2130
H -1.0319 -3.1616 3.6188
H 1.7112 -2.1189 4.3907
H 0.2519 -2.5256 5.3221
H 0.1859 0.0639 2.1146
H -1.3628 -0.5648 2.7727
C 3.1519 1.4700 2.8117
C 2.9974 2.2381 4.1310
C 2.7868 3.7187 3.7708
O 2.4781 3.6192 2.3563
C 3.2512 2.5815 1.8243
H 2.2721 0.8640 2.5952
H 4.0378 0.8390 2.8833
H 3.7696 2.1039 4.8885
H 2.0411 1.9029 4.5324
H 3.7696 4.1852 3.8370
H 2.0569 4.2878 4.3466
H 4.2539 2.9800 1.6700
H 2.8678 2.2199 0.8702
C 0.0419 3.8829 -0.9106
C 1.2216 4.3784 -0.1609
C 0.8345 4.2240 1.3230
O -0.3603 3.4350 1.3241
C -1.0474 3.5441 0.0994
H 0.2593 3.0178 -1.5370
H -0.3760 4.6798 -1.5258
H 1.3015 5.4529 -0.3253
H 2.1429 3.8517 -0.4096
H 0.7634 5.1275 1.9286
H 1.7279 3.7552 1.7355
H -1.7549 4.3679 0.1938
H -1.6831 2.6865 -0.1207
C -0.8333 2.2209 -3.4038
C -1.8101 1.9620 -2.2460
C -3.0059 2.8540 -2.6858
O -2.3351 3.9825 -3.1458
C -1.0766 3.6840 -3.6824
H -1.1855 1.7089 -4.2993
H 0.1911 1.9540 -3.1442
H -1.4877 2.2453 -1.2441
H -2.1197 0.9172 -2.2198
H -3.7414 2.9922 -1.8933
H -3.5574 2.4519 -3.5356
H -0.3084 4.3175 -3.2389
H -1.1434 3.8423 -4.7587
C 0.2309 -3.8527 -1.4549
C 0.4167 -2.7285 -2.4755
C 0.5812 -3.3859 -3.8435
O 0.7180 -4.7593 -3.5373
C 0.0996 -5.0840 -2.2782
H -0.6834 -3.6480 -0.8979
H 1.0376 -3.8731 -0.7221
H 1.3465 -2.2204 -2.2197
H -0.4028 -2.0102 -2.4537
H 1.4990 -3.0920 -4.3527
H -0.3092 -3.3864 -4.4723
H 0.4759 -6.0074 -1.8379
H -0.9263 -5.4206 -2.4279
C 2.4283 2.3264 -3.8467
C 1.4204 2.5378 -2.7692
C 2.3196 3.1100 -1.6591
O 3.4324 3.6502 -2.3546
C 3.2153 3.6214 -3.7601
H 1.9078 2.3017 -4.8041
H 3.0771 1.4572 -3.7382
H 0.8851 1.6387 -2.4637
H 0.6213 3.1930 -3.1161
H 2.6303 2.2948 -1.0056
H 1.8484 3.9218 -1.1050
H 4.0769 3.5347 -4.4221
H 2.6964 4.5231 -4.0853
C 1.7755 -0.4681 -2.4627
O 2.1833 -0.4823 -1.1211
H 2.1790 -1.3167 -3.0151
H 0.6884 -0.5457 -2.4445
H 2.0263 0.4676 -2.9623
H 1.4748 -0.1585 -0.5600
C -3.2722 -1.7326 1.4142
O -2.2134 -1.8584 0.4412
H -4.0572 -1.0188 1.1645
H -3.7216 -2.6998 1.6395
H -2.7303 -1.4173 2.3059
H -2.0860 -1.0180 -0.0050
C -2.1577 -3.3935 0.7252
O -1.1982 -4.4064 1.0622
C -1.5620 -5.2537 2.1570
C -0.4196 -6.1266 2.6261
O 0.6014 -5.3441 3.2241
C 1.6437 -6.2064 3.6857
H -3.0462 -3.9220 0.3797
H -1.6816 -2.7283 0.0049
H -2.4242 -2.7761 1.5830
H -2.3480 -5.9482 1.8606
H -1.8570 -4.6571 3.0203
H -0.0351 -6.6906 1.7763
H -0.7664 -6.8171 3.3949
H 2.0024 -6.8086 2.8510
H 1.3854 -6.9810 4.4078
H 2.3815 -5.6161 4.2291
C 1.4990 2.1252 0.5208
O 1.2739 1.7004 -0.8439
C -0.0189 1.2126 -1.1749
C -0.5321 0.0272 -0.4000
O 0.2988 -1.1181 -0.5682
C -0.2986 -2.3735 -0.2983
H 1.6954 1.3107 1.2180
H 0.6709 2.7088 0.9231
H 2.4035 2.7327 0.5527
H 0.0484 0.8987 -2.2165
H -0.6736 2.0841 -1.1675
H -1.5237 -0.1777 -0.8036
H -0.6575 0.3367 0.6375
H -1.1017 -2.6066 -0.9975
H -0.5101 -2.4777 0.7659
H 0.3821 -3.2042 -0.4845
C -1.0399 1.8215 2.0223
O -1.6249 1.5078 0.7614
C -2.9660 1.0015 0.9006
C -3.5392 0.5335 -0.4179
O -2.8756 -0.6797 -0.7730
C -3.1407 -1.1035 -2.1134
H -1.1177 1.0078 2.7433
H -1.6408 2.6173 2.4625
H -0.0138 2.1833 1.9566
H -3.6057 1.7720 1.3307
H -3.1645 0.2194 1.6333
H -3.2617 1.2635 -1.1782
H -4.6234 0.4219 -0.4041
H -2.4746 -1.9146 -2.4077
H -2.9559 -0.3221 -2.8506
H -4.1438 -1.4757 -2.3212
```

## Properties
HOMO-LUMO gap   5.8 eV
LUMO   0.242 eV

=====

Question: The lowest LUMO belongs to which entry?
Answer: C38H86N10O26S4

=====

Question: What is the formula in the third record?
Answer: C38H86O14

=====

Question: Among the records above, which one has the lowest LUMO?
Answer: C38H86N10O26S4